1.
ORCA calculation (ωB97M-V/def2-TZVPD) on a cluster of 3 separate species, C3HNO3S in total at a distorted geometry.

Geometry as ORCA input:
```
! wB97M-V def2-TZVPD RIJCOSX def2/J DEFGRID3
* xyz 0 1
C 1.792 1.333 0.184
C -0.347 1.523 -0.291
C 2.892 -0.949 0.149
N -0.660 0.452 -0.723
O 2.403 2.288 0.169
O -0.045 2.558 0.228
O 3.568 -0.279 -0.511
S 1.709 -1.698 0.706
H -1.269 0.084 -1.354
*
```

* HOMO: -0.3872 hartree
* DFT total energy: -793.54286 Eh
* relative energy (zero: lowest compared OMol25 entry of this formula, charge and spin): 34.6 kcal per mole
* Kohn-Sham gap: 0.4049 Ha

2.
ORCA calculation (ωB97M-V/def2-TZVPD) on a structure of composition C24H48AsF6O24Rb at a distorted geometry.

Geometry as ORCA input:
```
! wB97M-V def2-TZVPD RIJCOSX def2/J DEFGRID3
* xyz 0 1
Rb 6.136 -2.267 -2.591
As 0.482 -1.995 -0.385
F -0.331 -0.633 -1.177
F 0.957 -2.514 -2.046
F 1.305 -3.456 0.258
F 0.087 -1.273 1.237
F -1.080 -2.894 -0.502
F 2.059 -1.040 -0.390
C 2.109 4.938 -0.917
O 3.060 5.761 -1.598
C 3.310 7.066 -1.321
O 2.818 7.654 -0.349
O 4.139 7.730 -2.227
C 4.663 6.982 -3.270
H 1.174 5.035 -1.468
H 1.984 5.257 0.118
H 2.437 3.899 -0.881
H 5.229 6.101 -2.969
H 5.328 7.688 -3.768
H 4.027 6.749 -4.124
C -2.393 -1.072 -6.406
O -2.026 -0.927 -7.787
C -2.051 0.288 -8.363
O -2.464 1.371 -7.858
O -1.599 0.157 -9.590
C -1.492 1.289 -10.523
H -1.991 -2.005 -6.011
H -3.464 -0.871 -6.440
H -2.029 -0.239 -5.805
H -0.928 2.136 -10.132
H -2.507 1.683 -10.473
H -1.219 0.890 -11.500
C 3.747 2.701 4.270
O 3.637 4.081 4.450
C 4.501 4.952 3.898
O 4.403 6.191 3.909
O 5.615 4.333 3.377
C 6.621 5.117 2.696
H 4.717 2.370 4.640
H 3.798 2.473 3.205
H 2.848 2.208 4.642
H 6.709 4.969 1.620
H 7.529 4.610 3.023
H 6.753 6.135 3.063
C -0.750 -12.587 -5.291
O -0.688 -11.433 -4.484
C -0.570 -10.134 -4.907
O -0.445 -9.796 -6.114
O -0.654 -9.355 -3.844
C -0.357 -7.955 -4.058
H -1.245 -12.395 -6.243
H -1.441 -13.295 -4.834
H 0.224 -13.074 -5.338
H 0.420 -7.800 -4.807
H 0.127 -7.711 -3.112
H -1.326 -7.463 -4.143
C -6.518 -0.738 -0.922
O -7.635 -0.039 -1.519
C -8.047 1.079 -1.097
O -7.585 1.712 -0.129
O -9.041 1.588 -1.839
C -9.738 0.865 -2.955
H -5.584 -0.181 -0.856
H -6.316 -1.531 -1.642
H -6.803 -1.146 0.048
H -9.099 0.568 -3.786
H -10.556 1.492 -3.310
H -10.218 -0.040 -2.584
C 4.793 -3.893 4.235
O 5.604 -2.800 4.423
C 6.883 -2.779 4.009
O 7.413 -3.586 3.242
O 7.422 -1.610 4.440
C 8.528 -0.964 3.796
H 5.024 -4.590 5.040
H 4.921 -4.447 3.305
H 3.771 -3.574 4.441
H 9.296 -1.719 3.628
H 8.733 0.029 4.194
H 8.338 -0.612 2.782
C -2.819 6.282 0.143
O -2.854 5.527 1.377
C -2.103 5.957 2.548
O -1.423 6.926 2.609
O -2.319 5.133 3.687
C -2.876 3.815 3.509
H -1.884 6.211 -0.414
H -2.816 7.368 0.241
H -3.660 5.944 -0.463
H -2.375 3.422 2.624
H -3.958 3.759 3.388
H -2.589 3.170 4.340
C -2.377 -3.810 6.065
O -3.044 -3.128 7.187
C -2.499 -2.100 7.821
O -1.433 -1.540 7.521
O -3.318 -1.658 8.790
C -3.146 -0.473 9.477
H -1.380 -3.460 5.796
H -2.999 -3.743 5.172
H -2.260 -4.865 6.311
H -3.398 0.349 8.806
H -2.124 -0.408 9.851
H -3.836 -0.395 10.318
*
```

* HOMO: -0.3670 hartree
* DFT total energy: -5608.03257 Eh
* relative energy (zero: lowest compared OMol25 entry of this formula, charge and spin): 202.8 kcal per mole
* Kohn-Sham gap: 0.2764 Ha

3.
ORCA calculation (ωB97M-V/def2-TZVPD) on a structure of composition C13H11BCl3F2N2O4SiW.

Geometry as ORCA input:
```
! wB97M-V def2-TZVPD RIJCOSX def2/J DEFGRID3
* xyz -1 1
W -0.040 0.390 0.190
O 2.138 3.944 0.746
C 1.752 2.815 0.540
O 0.580 2.322 0.845
C 2.644 1.776 -0.070
C 3.978 1.951 -0.386
C 4.700 0.863 -0.859
C 4.068 -0.371 -0.977
C 2.734 -0.458 -0.641
N 2.038 0.598 -0.220
C 1.907 -1.713 -0.650
O 2.347 -2.780 -0.998
O 0.666 -1.464 -0.287
H 4.406 2.932 -0.235
H 5.746 0.970 -1.117
H 4.570 -1.270 -1.307
Cl -2.184 3.953 0.699
Si -2.006 1.966 0.148
Cl -3.905 1.513 -0.496
Cl -0.780 2.063 -1.734
C -2.490 -0.876 2.435
C -2.643 -1.258 1.002
C -3.603 -2.076 0.461
C -3.330 -2.172 -0.928
C -2.218 -1.409 -1.176
C -1.591 -1.172 -2.511
N -1.789 -0.827 0.003
H -3.328 -1.276 3.007
H -2.465 0.208 2.582
H -1.572 -1.271 2.879
H -4.393 -2.564 1.012
H -3.876 -2.739 -1.667
H -1.917 -1.958 -3.194
H -0.499 -1.204 -2.484
H -1.881 -0.213 -2.945
F 0.039 0.984 3.323
B 0.566 0.285 2.313
F 1.631 -0.460 2.693
*
```

* HOMO (spin up / spin down): -0.1640 / -0.1642 hartree
* DFT total energy: -2874.64069 Eh
* Kohn-Sham gap (spin up / spin down): 0.2387 / 0.2344 Ha

4.
ORCA calculation (ωB97M-V/def2-TZVPD) on the ion C5H13N2 with charge +1 at a distorted geometry.

Geometry as ORCA input:
```
! wB97M-V def2-TZVPD RIJCOSX def2/J DEFGRID3
* xyz 1 1
C -1.270 -1.635 -0.951
C -1.200 -0.548 0.112
C -0.696 0.766 -0.479
C 0.773 1.056 -0.350
C 1.548 0.524 0.584
N 3.024 0.931 0.492
N -2.544 -0.391 0.642
H -2.120 -1.382 -1.591
H -1.521 -2.567 -0.448
H -0.400 -1.741 -1.605
H -0.522 -0.844 0.920
H -1.161 1.602 0.037
H -0.955 0.891 -1.535
H 1.166 1.945 -0.822
H 1.469 -0.168 1.404
H 3.621 0.194 0.867
H 3.178 1.761 1.074
H 3.336 1.102 -0.463
H -2.623 -0.279 1.645
H -3.103 -1.218 0.469
*
```

* HOMO: -0.4567 hartree
* DFT total energy: -307.53110 Eh
* relative energy (zero: lowest compared OMol25 entry of this formula, charge and spin): 56.8 kcal per mole
* Kohn-Sham gap: 0.3196 Ha
* SMILES string: C[C@H](N)C/C=C/[NH3+]

5.
ORCA calculation (ωB97M-V/def2-TZVPD) on a structure of composition C4H3O2Sn at a distorted geometry.

Geometry as ORCA input:
```
! wB97M-V def2-TZVPD RIJCOSX def2/J DEFGRID3
* xyz 1 1
C -2.239 0.017 0.126
C -1.051 -0.229 0.022
C 0.291 -0.606 -0.245
C 1.225 0.326 -0.509
H 1.742 -1.193 0.346
H 1.171 1.399 -0.284
O -3.481 0.433 0.180
H -4.105 -0.301 0.109
O 2.432 -0.235 -0.011
Sn 4.016 0.388 0.267
*
```

* HOMO (spin up / spin down): -0.4379 / -0.4379 hartree
* DFT total energy: -518.41323 Eh
* Kohn-Sham gap (spin up / spin down): 0.1938 / 0.1938 Ha

6.
ORCA calculation (ωB97M-V/def2-TZVPD) on a cluster of 3 separate species, C18H37F6NO5PS in total at a distorted geometry.

Geometry as ORCA input:
```
! wB97M-V def2-TZVPD RIJCOSX def2/J DEFGRID3
* xyz -1 1
C 2.891 -0.347 0.472
C 2.742 1.167 0.615
C 2.631 1.489 2.099
C 1.621 1.798 -0.255
C 1.219 0.925 -1.440
C 0.351 2.172 0.504
O -0.394 1.022 0.792
P -1.449 1.139 2.204
S -0.713 -0.914 2.890
C -2.886 0.404 1.178
C -3.904 -0.464 1.938
C -4.353 -1.692 1.139
C -3.289 -2.748 0.953
N -3.050 -3.512 2.183
H 3.071 -0.668 -0.545
H 3.735 -0.660 1.080
H 2.022 -0.836 0.900
H 3.677 1.597 0.275
H 3.385 0.923 2.637
H 1.667 1.198 2.495
H 2.816 2.538 2.311
H 2.032 2.700 -0.705
H 2.025 0.829 -2.164
H 0.373 1.403 -1.922
H 0.896 -0.057 -1.126
H -0.234 2.818 -0.167
H 0.550 2.764 1.398
H -0.370 1.685 2.990
H -2.306 1.153 3.376
H -1.852 2.490 1.829
H -0.063 -1.350 1.805
H -3.440 1.252 0.782
H -2.521 -0.126 0.308
H -4.803 0.134 2.067
H -3.564 -0.715 2.940
H -4.623 -1.330 0.151
H -5.215 -2.188 1.587
H -2.356 -2.280 0.638
H -3.571 -3.422 0.146
H -3.338 -2.935 2.966
H -2.053 -3.612 2.322
C 8.983 5.307 1.641
C 8.534 4.176 0.742
O 7.102 4.036 0.746
C 6.428 4.887 -0.019
O 6.891 5.747 -0.713
C 4.924 4.582 0.079
F 4.548 4.428 1.359
F 4.650 3.449 -0.591
F 4.205 5.577 -0.452
H 8.596 5.167 2.650
H 10.071 5.343 1.684
H 8.621 6.267 1.276
H 8.914 3.224 1.108
H 8.887 4.307 -0.280
C -5.776 -4.164 -1.883
C -4.699 -4.820 -2.714
O -5.261 -5.647 -3.760
C -5.685 -5.020 -4.846
O -5.648 -3.844 -5.068
C -6.222 -6.052 -5.853
F -7.040 -6.937 -5.255
F -5.198 -6.733 -6.404
F -6.900 -5.446 -6.832
H -6.458 -4.913 -1.478
H -5.329 -3.615 -1.056
H -6.367 -3.466 -2.475
H -4.108 -5.499 -2.103
H -4.021 -4.088 -3.149
*
```

* HOMO: -0.1529 hartree
* DFT total energy: -2477.76754 Eh
* relative energy (zero: lowest compared OMol25 entry of this formula, charge and spin): 5.0 kcal per mole
* Kohn-Sham gap: 0.2305 Ha